# 1
Entry from the Open Molecules 2025 dataset: a molecular structure, C24H44GeN6O6Se2SiY in a non-equilibrium geometry (ωB97M-V with the def2-TZVPD basis set).

Properties
Net charge   -1
ΔE to the lowest compared entry with this formula, charge and spin   73.9 kJ/mol
Gap between HOMO and LUMO   0.2539 Ha
Electronic energy   -8928.619056 Eh
Lowest unoccupied orbital energy   2.49 eV
Max |F|   2.565 eV/A

Each line ends with the Mulliken charge.
Cartesian coordinates (Å):
Y -0.80739 0.64981 -0.23577  0.9142
C 1.65912 3.56215 2.32123  -0.4998
C 0.32340 3.88539 2.87871  0.3633
N -0.06342 4.95731 3.43102  -0.5152
O 0.95701 5.93421 3.43710  -0.4426
C -0.65226 2.74329 2.84565  0.3270
C -1.73358 2.70198 3.86656  -1.3542
N -0.60957 1.91627 1.86774  0.4746
O -1.56742 0.99846 1.80292  -0.5288
H 1.54589 3.33075 1.27995  0.0653
H 1.97298 2.70176 2.81231  0.0372
H 2.31954 4.42698 2.37883  0.4338
H 0.49809 6.61804 3.84435  0.3639
H -1.41095 2.09692 4.71439  0.1993
H -2.62093 2.20093 3.42292  0.2126
H -1.93183 3.67531 4.26449  0.4873
O 0.66529 2.45163 -0.92675  -0.1990
N 1.63243 2.16134 -1.68985  -1.0045
N 1.94961 0.92480 -1.60404  1.3610
O 1.33284 0.07984 -0.82927  -0.3227
C 3.20701 0.54243 -2.13699  -0.2798
C 4.35645 1.28194 -1.88073  -0.3873
C 5.58503 0.82733 -2.35038  -0.5774
C 5.65785 -0.38840 -3.01317  -0.4173
C 4.50561 -1.09798 -3.28980  -0.5318
C 3.27351 -0.63099 -2.87985  -0.0123
H 4.32221 2.14471 -1.28836  0.5280
H 6.50362 1.39738 -2.16488  0.3278
H 6.59023 -0.81801 -3.30965  0.4123
H 4.53417 -2.10424 -3.80397  0.2800
H 2.35116 -1.19415 -3.06820  0.3890
C 3.30737 -4.63401 2.20857  -1.3391
Ge 3.68762 -2.66417 2.20735  0.6685
C 5.14043 -2.31023 0.90540  -1.2651
C 4.24289 -1.99342 3.94064  -1.2027
C 2.06462 -1.82122 1.65017  -0.2962
Se 1.59407 -0.07436 2.38174  0.1574
C 0.69388 -0.60443 4.01419  -0.9763
H 4.13424 -5.29664 2.43794  0.3883
H 3.00879 -4.90667 1.16602  0.3460
H 2.44600 -4.82562 2.82958  0.3717
H 6.09625 -2.68507 1.22849  0.4307
H 5.27109 -1.18041 0.93760  0.2776
H 5.01298 -2.59467 -0.10722  0.3794
H 5.32680 -1.92225 4.03455  0.3910
H 3.84469 -2.64689 4.72847  0.2976
H 3.83406 -0.97520 3.94886  0.3249
H 1.17705 -2.47708 1.77584  0.2055
H 2.10998 -1.65894 0.59340  -0.0216
H 0.77218 -1.68866 4.16914  0.4008
H -0.33918 -0.34034 3.83808  0.2305
H 1.06901 -0.10411 4.93956  0.2864
C -6.34690 1.81443 -0.71494  -0.9106
N -4.96951 2.14567 -1.00561  0.2875
C -4.47526 2.80728 -2.15738  -0.7190
C -3.13657 2.72834 -2.03989  -0.5576
N -2.76159 2.01757 -0.92990  0.2354
C -3.88851 1.64653 -0.35786  -0.6445
H -6.97138 2.68206 -0.70278  0.3668
H -6.43430 1.37964 0.30976  0.2764
H -6.68971 1.15127 -1.47814  0.3273
H -5.13051 3.31672 -2.84926  0.4034
H -2.43261 3.17400 -2.68367  0.5508
H -3.96334 1.07763 0.53565  0.4346
C -2.36925 -3.23007 0.82002  -1.5710
C -1.92177 -1.84093 0.39588  0.6203
O -2.75250 -1.00305 -0.05657  -0.2905
O -0.67968 -1.59027 0.51739  -0.3347
H -3.33368 -3.47745 0.46135  0.3515
H -2.29901 -3.21737 1.94922  0.3023
H -1.63581 -3.90518 0.42933  0.3870
C -3.30644 -0.70504 -5.38722  -1.3311
Si -2.85847 -1.01427 -3.59095  0.6624
C -2.65266 -2.90453 -3.68045  -1.0715
C -4.45809 -0.52557 -2.76408  -0.5227
Se -0.96524 0.02481 -3.15930  -0.6790
H -4.21904 -1.24643 -5.62829  0.3618
H -2.47802 -0.94317 -6.10903  0.2442
H -3.53140 0.34266 -5.47424  0.2889
H -3.56973 -3.41563 -4.09697  0.2847
H -2.37072 -3.46366 -2.74260  0.2330
H -1.91616 -3.03999 -4.48903  0.2678
H -5.29320 -0.95066 -3.35945  0.5262
H -4.59991 0.54301 -2.76072  -0.0679
H -4.42954 -0.95120 -1.72518  0.1284

Cartesian forces, eV/Å:
Y 0.46 -0.32 -0.25
C -0.47 2.35 -0.73
C -0.41 -1.48 -0.31
N 0.12 0.05 0.06
O 0.92 -1.71 -0.98
C -0.29 1.00 0.09
C -0.47 -1.06 -0.19
N 0.09 0.91 -0.15
O -0.59 -0.44 0.40
H -0.15 -0.36 -0.66
H 1.10 -1.40 0.83
H 0.20 -0.33 0.30
H -1.00 2.09 1.11
H -0.01 -0.23 0.11
H 0.47 0.49 0.38
H -0.27 0.59 0.00
O -0.84 0.15 -0.20
N 0.23 -0.23 0.44
N 0.55 0.76 -0.05
O -0.06 -0.31 0.15
C 0.50 -0.41 -0.58
C 0.14 -1.04 -0.63
C 0.25 -0.02 0.07
C -0.15 0.10 -0.08
C -0.38 -1.57 -0.58
C -0.62 -0.19 0.30
H -0.26 1.17 0.66
H -0.47 -0.21 0.03
H 0.57 0.03 -0.15
H 0.15 1.35 0.54
H 0.36 0.30 0.09
C -0.08 0.48 -1.34
Ge 0.90 -1.34 -0.46
C 0.02 2.13 1.26
C 0.06 0.01 0.00
C -1.19 -0.29 0.52
Se 0.72 -0.23 -0.26
C 0.16 -0.13 0.77
H 0.17 0.05 0.37
H 0.11 0.30 0.65
H -0.19 -0.22 0.37
H 0.37 -0.41 0.34
H -0.19 -1.14 -0.26
H -0.50 -0.31 -0.97
H -0.02 -0.12 0.01
H 0.03 0.47 -0.04
H -0.02 -0.23 0.48
H 0.52 0.41 0.03
H -0.01 0.26 -0.73
H 0.01 0.29 -0.17
H -0.39 -0.01 0.19
H -0.14 -0.24 -0.88
C 0.49 -0.22 1.05
N 0.72 0.18 -0.45
C -0.96 -0.19 1.54
C 0.15 0.11 0.01
N -0.45 -0.21 0.11
C -0.42 1.06 -0.53
H -0.27 0.77 -0.15
H 0.25 0.04 -0.96
H -0.46 -0.73 -0.27
H 0.14 -0.15 0.08
H 0.79 0.17 -0.56
H -0.02 -0.43 0.46
C 0.98 1.15 1.43
C 0.08 0.00 -0.24
O 0.66 -0.13 0.28
O -0.76 0.11 -0.25
H -1.03 -0.15 -0.14
H -0.26 -0.31 -1.17
H 0.40 -0.59 -0.05
C 0.85 -0.19 -0.65
Si 0.01 -0.62 -0.92
C -0.65 -0.94 0.32
C -0.27 -1.10 0.88
Se 0.15 0.12 0.31
H -0.05 -0.24 -0.23
H -0.82 0.12 0.62
H -0.08 0.69 -0.24
H 0.56 0.61 0.53
H -0.02 0.63 -0.98
H 0.17 -0.11 0.54
H 0.38 -0.03 0.41
H 0.12 0.25 0.10
H -0.38 0.55 -0.82

=====

# 2
Entry from the Open Molecules 2025 dataset: a gas-phase ion, C24H44NO3 (charge +1) in a non-equilibrium geometry (ωB97M-V with the def2-TZVPD basis set).

Properties
Net charge   +1
Gap between HOMO and LUMO   0.2673 Ha
Electronic energy   -1221.006366 Eh
Lowest unoccupied orbital energy   -3.83 eV
Max |F|   1.943 eV/A

Each line ends with the Mulliken charge.
Cartesian coordinates (Å):
C -4.38958 0.51169 1.83172  -1.0718
C -5.40202 -0.51767 1.26531  -0.4818
C -5.18681 -0.85062 -0.24173  -0.6367
C -4.79110 -2.32226 -0.52897  -1.2626
C -3.26920 -2.54445 -0.80735  0.2601
C -2.45797 -1.71308 0.20240  -0.6005
C -0.98902 -2.07639 0.28857  0.1587
C -0.53152 -2.60056 1.47569  -0.9462
C 0.78979 -2.94066 1.63404  -0.4306
C 1.67252 -2.70252 0.57793  0.2868
C 3.14539 -3.03394 0.70575  -1.3523
C 3.73860 -2.07319 1.78843  -0.7451
C 3.95165 -0.65037 1.22051  -0.3902
C 3.85046 0.45547 2.29666  -0.7118
C 3.16151 1.75311 1.77715  -0.4083
C 4.13609 2.93034 1.62162  -0.6666
C 3.46075 4.30096 1.49614  -0.9354
C 2.49703 4.43754 0.29618  -0.3050
C 1.44475 5.55748 0.48054  -0.4657
O 1.84943 6.73744 -0.18934  -0.3312
C 0.78533 7.47459 -0.76650  -0.6524
C 1.16801 -2.17781 -0.55929  0.0239
N -0.13393 -1.88689 -0.72050  0.3243
O -0.62115 -1.33374 -1.86814  -0.2015
C -0.27609 -2.08373 -3.06462  -0.7229
C -1.49096 -2.45446 -3.94169  0.1471
C -1.90396 -3.94069 -3.74818  -1.1139
O -0.99727 -2.31741 -5.27638  -0.5723
H -4.06091 1.20358 1.04663  0.2923
H -3.49526 0.04392 2.25937  0.1878
H -4.83688 1.11267 2.62928  0.3587
H -5.38191 -1.41636 1.89169  0.3396
H -6.39153 -0.06923 1.39658  0.3856
H -4.51230 -0.12387 -0.70757  0.4396
H -6.16060 -0.69595 -0.72000  0.3796
H -5.13782 -2.99984 0.25765  0.4750
H -5.31970 -2.60776 -1.44711  0.3681
H -3.05678 -3.61376 -0.73765  0.4664
H -3.10034 -2.11524 -1.79538  -0.3742
H -2.90355 -1.86324 1.18803  0.3186
H -2.48958 -0.63836 -0.00682  0.4295
H -1.20295 -2.75808 2.31070  0.4853
H 1.14841 -3.38434 2.55781  0.5976
H 3.66509 -2.78473 -0.22548  0.3726
H 3.29320 -4.07823 0.98903  0.4052
H 4.70386 -2.49376 2.08594  0.4212
H 3.06222 -2.04190 2.64954  0.4306
H 3.24790 -0.48356 0.39517  0.1794
H 4.97216 -0.61486 0.82110  0.3034
H 3.31714 0.08339 3.17957  0.3843
H 4.84453 0.75664 2.64454  0.3950
H 2.42176 2.04768 2.53620  0.3032
H 2.59952 1.57279 0.85318  0.1763
H 4.75115 2.95874 2.53238  0.3850
H 4.83917 2.75833 0.79448  0.2737
H 2.93973 4.60317 2.41349  0.4598
H 4.25970 5.03973 1.34943  0.2927
H 1.98305 3.50637 0.03693  0.1590
H 3.09743 4.74256 -0.57017  0.2997
H 0.48184 5.15840 0.13469  0.3705
H 1.34836 5.79934 1.55205  0.2512
H 0.74146 8.50407 -0.38579  0.2299
H 0.97663 7.56034 -1.84515  0.2338
H -0.20293 7.03159 -0.60284  0.3159
H 1.81928 -1.98327 -1.40710  0.5283
H 0.28037 -3.00284 -2.87337  0.4291
H 0.32913 -1.41418 -3.68564  0.2925
H -2.33360 -1.76501 -3.81336  0.4537
H -1.17206 -4.51267 -3.16611  0.2876
H -2.01925 -4.45983 -4.70129  0.4001
H -2.83649 -3.98832 -3.17586  0.2543
H -1.71937 -2.51229 -5.88471  0.3665

Cartesian forces, eV/Å:
C -0.06 -0.10 0.01
C 0.54 0.77 0.05
C -0.83 -0.54 0.61
C 0.43 0.22 -0.73
C -1.13 1.20 0.42
C 0.67 -0.29 -0.33
C -1.91 0.28 0.24
C 0.76 -0.44 0.79
C 0.09 0.03 -0.13
C 0.74 -1.02 0.72
C -0.09 1.27 0.54
C 0.20 -0.28 -0.67
C 0.46 -0.32 0.73
C -0.34 0.45 -0.61
C 0.03 0.06 0.67
C -0.11 0.00 0.41
C 0.10 0.09 -0.67
C 0.24 0.73 0.07
C 0.47 -0.48 0.48
O -0.59 -0.26 -0.14
C 0.11 0.60 -0.46
C 0.64 0.53 -1.69
N -0.31 -0.40 0.95
O 0.10 -0.32 -0.01
C -0.09 0.44 -1.35
C 0.23 -1.12 -0.51
C -0.44 0.36 0.79
O 0.15 0.40 0.19
H -0.08 -0.05 0.15
H -0.10 0.05 -0.11
H 0.06 -0.12 -0.10
H -0.07 0.02 -0.21
H 0.07 -0.21 -0.11
H 0.03 -0.21 0.03
H 0.22 0.01 -0.06
H 0.02 0.23 0.03
H 0.10 -0.23 0.21
H 0.27 0.16 -0.22
H 0.28 -0.51 -0.05
H 0.31 0.06 0.00
H -0.30 -0.19 -0.14
H -0.20 0.10 -0.29
H -0.05 0.07 -0.09
H -0.10 -0.48 0.00
H -0.07 0.08 -0.18
H -0.21 0.11 0.30
H 0.25 -0.06 0.01
H 0.07 0.19 0.18
H -0.31 -0.02 -0.35
H 0.01 0.00 -0.20
H -0.07 -0.33 -0.01
H 0.02 0.06 -0.23
H 0.15 -0.07 0.11
H -0.02 -0.02 -0.17
H -0.22 0.03 0.02
H 0.09 -0.40 0.00
H -0.19 -0.01 0.17
H 0.13 0.05 0.21
H -0.22 -0.27 -0.04
H 0.02 0.46 -0.16
H -0.16 -0.18 -0.14
H 0.17 -0.25 0.18
H -0.19 -0.11 0.15
H 0.21 -0.14 0.00
H -0.26 0.05 0.04
H 0.04 0.28 0.45
H 0.05 -0.10 0.26
H 0.16 -0.06 0.32
H 0.03 0.16 -0.17
H -0.13 0.22 0.07
H 0.04 -0.20 -0.26
H 0.11 0.00 0.02